No. 1
56
Properties=species:S:1:pos:R:3:forces:R:3:nbo_charge:R:1 method="wB97M-V/def2-TZVPD" lumo_ev=0.6 smiles="CCc1ccc(OCc2ccccc2C(=O)Nc2ccc3nc(C)cc(N)c3c2)cc1" multiplicity=1 e_tot_ev=-35934.69180 homo_ev=-7.75
C -3.559 -3.527 0.883 -0.1 0.2 -0.1 -0.591
H -3.040 -3.797 1.800 0.0 -0.1 0.1 0.204
H -4.630 -3.600 1.056 -0.1 -0.1 0.0 0.205
H -3.281 -4.241 0.111 0.0 -0.1 0.0 0.202
C -3.181 -2.107 0.457 0.0 -0.2 0.1 -0.425
C -1.702 -2.000 0.219 -0.1 0.1 0.1 -0.030
C -0.826 -1.800 1.275 -0.1 -0.1 -0.2 -0.194
C 0.544 -1.740 1.085 0.5 -0.1 0.0 -0.258
C 1.072 -1.872 -0.192 -0.4 -0.2 -0.1 0.286
C 0.197 -2.073 -1.261 0.3 0.0 0.1 -0.262
C -1.165 -2.142 -1.054 0.1 0.0 0.1 -0.210
H -1.823 -2.310 -1.895 -0.1 0.0 -0.1 0.207
H 0.618 -2.180 -2.250 0.1 0.0 -0.1 0.218
O 2.389 -1.809 -0.551 0.0 0.1 -0.1 -0.516
C 3.437 -1.680 0.400 0.2 -0.1 0.2 -0.107
C 4.291 -0.496 0.021 -0.1 -0.1 0.0 0.063
C 5.532 -0.665 -0.576 -0.1 0.0 0.1 -0.222
C 6.286 0.431 -0.958 0.1 0.1 0.0 -0.202
C 5.800 1.712 -0.758 0.1 0.0 -0.1 -0.206
C 4.560 1.895 -0.172 -0.2 -0.1 0.1 -0.183
C 3.806 0.797 0.219 0.3 0.0 0.1 -0.153
C 2.482 0.994 0.901 0.2 0.1 -0.4 0.679
O 2.353 0.915 2.103 -0.1 -0.1 0.3 -0.602
N 1.485 1.255 0.011 0.0 0.1 -0.3 -0.599
C 0.106 1.320 0.255 -0.4 0.0 -0.2 0.147
C -0.750 1.133 -0.807 0.3 0.1 0.1 -0.231
C -2.140 1.145 -0.625 -0.2 0.2 0.4 -0.065
C -2.661 1.394 0.673 0.4 -0.1 -0.6 0.149
N -3.980 1.437 0.942 -0.6 0.1 0.4 -0.468
C -4.829 1.240 -0.035 0.1 0.0 0.2 0.258
C -4.425 0.961 -1.350 0.4 0.0 -0.2 -0.351
C -3.084 0.897 -1.667 -0.4 0.1 0.2 0.236
N -2.675 0.653 -2.953 0.2 0.0 -0.2 -0.794
H -1.752 0.274 -3.082 -0.1 -0.1 0.0 0.387
H -3.374 0.292 -3.581 0.1 0.0 0.0 0.387
H -5.171 0.783 -2.113 -0.1 0.0 -0.1 0.207
C -6.287 1.297 0.302 0.0 0.0 0.0 -0.643
H -6.781 2.067 -0.288 -0.1 0.0 0.0 0.218
H -6.764 0.343 0.082 -0.1 -0.1 0.0 0.216
H -6.406 1.522 1.357 0.0 0.0 0.0 0.235
C -1.759 1.603 1.736 0.2 0.0 -0.1 -0.184
C -0.409 1.563 1.541 -0.1 0.1 0.2 -0.218
H 0.273 1.707 2.361 0.0 0.0 0.0 0.252
H -2.174 1.795 2.713 -0.1 0.0 0.1 0.228
H -0.331 0.968 -1.790 0.1 0.0 -0.1 0.196
H 1.739 1.192 -0.966 0.1 0.0 0.2 0.408
H 4.175 2.890 -0.006 0.0 0.1 0.0 0.219
H 6.386 2.568 -1.058 0.1 0.1 0.0 0.217
H 7.253 0.285 -1.416 0.1 0.0 0.0 0.216
H 5.909 -1.664 -0.739 0.0 -0.1 0.0 0.214
H 3.058 -1.552 1.415 0.0 -0.1 -0.1 0.205
H 4.031 -2.602 0.361 -0.1 0.2 0.1 0.191
H 1.172 -1.569 1.945 0.1 0.0 0.0 0.221
H -1.219 -1.679 2.274 -0.1 0.0 0.1 0.215
H -3.722 -1.847 -0.455 0.0 0.1 0.0 0.206
H -3.478 -1.403 1.237 -0.1 0.1 -0.1 0.219

=====

No. 2
83
Properties=species:S:1:pos:R:3:forces:R:3:lowdin_charge:R:1 method="wB97M-V/def2-TZVPD" lumo_ev=2.6 charge=-1 multiplicity=1 e_tot_ev=-52488.81740 homo_ev=-6.57
B -0.458 -0.134 0.207 -0.8 -0.6 -0.6 -1.410
F -1.728 0.176 -0.199 -1.1 0.6 -0.5 0.193
F -0.523 -1.023 1.210 -0.2 -1.7 1.6 0.195
F 0.171 -0.689 -0.897 0.1 0.3 -0.3 0.161
F 0.185 0.945 0.784 0.6 1.2 -0.9 0.144
C -2.121 2.976 0.496 0.5 0.4 1.8 -0.149
O -2.411 4.356 0.370 0.4 0.3 -0.5 -0.091
H -1.551 2.677 1.413 -0.7 0.7 -0.3 0.063
H -1.416 2.761 -0.253 0.3 -0.6 -1.4 0.061
H -3.035 2.424 0.495 -0.2 -0.6 -0.3 0.056
H -2.601 4.725 1.218 -0.2 0.3 0.8 0.059
C -1.890 -2.844 3.414 -1.5 1.3 0.5 -0.142
O -0.947 -3.126 4.449 -0.7 2.2 -0.3 -0.088
H -2.983 -2.960 3.623 0.7 -0.2 0.8 0.093
H -1.732 -3.464 2.610 0.7 -1.6 -2.0 0.030
H -1.877 -1.831 2.976 0.8 -0.3 0.9 0.058
H -0.951 -4.047 4.598 0.0 -1.5 0.1 0.050
C -0.595 -3.731 -0.128 0.4 0.6 0.2 -0.151
O 0.430 -3.402 0.809 -1.2 -0.5 0.3 -0.111
H -0.447 -3.098 -0.954 -0.3 1.4 -1.2 0.018
H -1.650 -3.606 0.192 0.5 -0.4 0.2 0.093
H -0.401 -4.647 -0.640 0.0 -1.3 0.5 0.075
H 0.210 -2.482 1.039 0.6 -0.7 0.1 0.027
C 2.505 -0.175 -4.946 -1.2 -2.3 -2.0 -0.179
O 1.574 -0.272 -3.927 -0.4 -0.7 0.3 -0.127
H 2.873 0.762 -4.937 1.6 3.5 -0.3 0.034
H 2.076 -0.344 -5.995 0.1 0.1 1.6 0.111
H 3.345 -0.845 -4.849 0.4 -0.6 0.1 0.061
H 2.029 0.024 -3.119 -0.7 0.2 -0.1 0.041
C -1.592 1.361 -3.074 1.3 -1.2 -2.1 -0.142
O -1.214 2.352 -4.027 -1.5 0.1 -0.4 -0.092
H -0.884 0.553 -3.161 0.8 -0.4 0.1 0.052
H -2.475 0.814 -3.395 -0.7 0.9 0.4 0.095
H -1.485 1.707 -2.093 -0.7 0.6 1.5 0.040
H -0.328 2.620 -3.846 0.9 0.1 0.3 0.052
C 2.556 2.020 -1.096 0.5 2.0 1.4 -0.150
O 1.593 1.236 -1.743 0.2 1.1 -0.5 -0.110
H 3.450 1.461 -0.909 0.4 -0.8 0.6 0.051
H 2.229 2.564 -0.131 0.1 -1.3 -1.3 0.102
H 3.001 2.864 -1.668 -1.1 -0.4 -0.6 0.085
H 1.012 0.791 -1.117 0.5 0.2 -0.2 0.040
C -1.131 -2.414 -3.780 0.0 2.1 2.1 -0.100
O -2.151 -1.932 -2.878 -0.7 -0.8 -0.5 -0.130
H -0.342 -2.731 -3.141 1.0 -1.1 0.1 0.057
H -0.739 -1.525 -4.218 0.4 0.4 -1.3 0.053
H -1.468 -3.140 -4.463 -0.7 -0.8 -0.6 0.068
H -1.693 -1.366 -2.257 0.1 0.2 0.2 0.023
C -4.446 1.092 -1.179 0.0 -0.5 -0.2 -0.158
O -4.388 -0.204 -1.706 -2.7 0.2 -1.8 -0.094
H -5.416 1.541 -1.393 0.2 0.1 -0.3 0.088
H -3.595 1.577 -1.637 -0.2 1.2 0.4 0.048
H -4.373 0.979 -0.113 0.2 0.6 0.7 0.065
H -3.717 -0.632 -1.256 2.1 -1.6 1.2 0.009
C -1.663 0.840 3.263 -0.5 -1.3 -0.2 -0.111
O -2.652 0.280 2.342 0.6 1.2 1.8 -0.113
H -1.804 1.901 3.436 -0.2 0.2 0.0 0.069
H -0.633 0.642 2.930 -0.5 0.1 0.0 0.057
H -1.784 0.281 4.186 0.0 0.2 0.4 0.082
H -2.140 0.124 1.567 -0.2 -0.3 -1.0 -0.005
C 1.482 -0.902 4.033 0.5 2.9 -1.2 -0.187
O 2.717 -1.525 4.138 1.3 -0.9 0.3 -0.100
H 1.006 -0.894 4.940 -1.5 -0.3 2.3 0.048
H 0.814 -1.298 3.294 0.1 -0.7 -0.5 0.059
H 1.589 0.227 3.808 0.1 -1.4 0.0 0.099
H 2.975 -1.679 5.069 -0.6 0.3 -0.9 0.095
C 0.754 3.874 2.353 -2.2 3.6 -0.8 -0.243
O 1.309 2.695 2.230 3.3 -3.0 0.3 -0.094
H 0.056 3.935 3.182 -0.3 0.2 0.5 0.077
H 0.186 4.189 1.449 0.0 -0.1 0.2 0.083
H 1.503 4.666 2.456 0.2 -0.2 0.3 0.087
H 0.752 1.967 1.989 -0.7 0.0 -0.2 0.028
C 3.528 0.245 1.519 0.9 -0.5 1.4 -0.158
O 2.478 -0.546 1.030 1.8 -1.3 -0.2 -0.077
H 3.383 1.295 1.288 0.3 0.1 -0.1 0.054
H 4.496 -0.172 1.169 -0.6 0.5 -0.3 0.093
H 3.621 0.154 2.624 -0.3 0.1 -0.4 0.068
H 1.715 -0.025 1.001 -1.5 1.1 0.1 -0.002
C 3.378 -1.853 -1.790 -3.2 0.9 0.3 -0.090
O 2.072 -2.350 -1.388 2.7 -2.3 -0.6 -0.106
H 3.319 -1.633 -2.861 0.8 -0.4 0.1 0.055
H 4.112 -2.528 -1.443 0.7 -1.0 -0.2 0.069
H 3.520 -0.941 -1.235 0.4 0.7 0.1 0.051
H 1.415 -1.696 -1.388 -0.7 1.5 0.0 -0.014

=====

No. 3
57
Properties=species:S:1:pos:R:3:forces:R:3:nbo_charge:R:1 method="wB97M-V/def2-TZVPD" lumo_ev=0.3 smiles="COc1ccc(CNC(=O)CN(Cc2ccc(C)cc2)S(=O)(=O)c2ccc(Cl)cc2)cc1" multiplicity=1 e_tot_ev=-59821.99381 homo_ev=-8.49
C -7.119 -0.595 0.703 -0.2 0.0 -0.1 -0.252
H -7.848 -0.316 1.462 0.0 0.0 -0.1 0.202
O -5.913 -0.814 1.395 0.2 0.0 0.2 -0.512
C -4.816 -1.195 0.689 0.2 -0.1 -0.1 0.373
C -3.658 -1.417 1.438 -0.2 0.0 0.0 -0.271
C -2.491 -1.807 0.821 -0.1 0.0 -0.1 -0.187
C -2.439 -1.978 -0.559 0.0 0.0 -0.1 -0.068
C -3.586 -1.747 -1.299 0.2 -0.1 0.1 -0.187
C -4.771 -1.368 -0.689 -0.4 0.0 0.2 -0.324
H -5.645 -1.206 -1.299 -0.1 0.1 0.0 0.221
H -3.567 -1.875 -2.372 0.0 0.0 -0.1 0.209
C -1.155 -2.421 -1.213 0.0 -0.2 0.1 -0.245
N -0.030 -1.619 -0.786 -0.2 0.2 -0.3 -0.620
C 0.868 -2.052 0.121 0.3 0.4 -0.2 0.665
O 0.917 -3.189 0.536 0.1 -0.3 0.4 -0.627
C 1.845 -0.975 0.597 -0.2 -0.4 0.4 -0.339
N 1.925 0.160 -0.290 0.0 0.9 0.5 -0.699
S 1.525 1.639 0.374 -0.8 -0.2 -0.2 2.333
O 1.756 1.656 1.788 -0.1 -0.2 0.0 -0.932
O 2.089 2.673 -0.443 0.1 -0.2 -0.3 -0.935
C -0.249 1.643 0.097 0.5 0.1 0.3 -0.353
C -1.132 1.544 1.155 0.2 0.0 0.1 -0.129
C -2.496 1.598 0.918 0.0 0.1 -0.2 -0.231
C -2.948 1.748 -0.385 0.4 0.0 0.2 -0.026
C -2.064 1.826 -1.453 0.1 0.0 0.1 -0.215
C -0.705 1.777 -1.203 0.0 0.1 -0.1 -0.205
H 0.013 1.870 -2.003 0.0 0.0 -0.2 0.239
H -2.439 1.942 -2.458 0.0 0.0 -0.1 0.234
Cl -4.632 1.876 -0.685 -0.4 0.2 -0.1 0.028
H -3.201 1.537 1.731 -0.1 0.0 0.0 0.239
H -0.740 1.448 2.154 0.0 0.0 0.2 0.241
C 2.946 0.111 -1.324 0.2 0.3 -0.3 -0.263
C 4.330 -0.089 -0.763 0.1 -0.1 -0.1 0.016
C 4.849 0.837 0.134 0.0 -0.1 -0.1 -0.229
C 6.104 0.651 0.680 0.0 0.0 0.0 -0.194
C 6.872 -0.459 0.346 0.0 -0.1 0.0 -0.013
C 6.347 -1.382 -0.548 0.1 0.0 0.1 -0.214
C 5.087 -1.204 -1.094 -0.1 0.1 0.0 -0.218
H 4.691 -1.937 -1.782 -0.1 -0.1 -0.1 0.209
H 6.926 -2.254 -0.817 0.1 -0.1 0.0 0.210
C 8.242 -0.645 0.922 0.0 0.0 -0.1 -0.627
H 8.312 -0.194 1.909 0.1 0.0 0.1 0.218
H 8.494 -1.700 0.995 0.1 0.0 0.0 0.217
H 8.982 -0.165 0.280 0.1 0.0 0.0 0.222
H 6.495 1.378 1.377 0.0 0.1 0.1 0.211
H 4.258 1.700 0.401 0.1 0.1 0.1 0.225
H 2.889 1.070 -1.843 0.1 -0.2 -0.2 0.245
H 2.690 -0.696 -2.019 0.0 0.1 0.0 0.207
H 2.827 -1.438 0.747 -0.1 0.1 0.0 0.241
H 1.503 -0.616 1.572 0.1 -0.3 0.0 0.256
H -0.032 -0.636 -1.015 0.0 -0.1 0.1 0.414
H -1.245 -2.374 -2.302 0.0 -0.1 0.1 0.199
H -0.922 -3.450 -0.918 0.0 0.1 -0.2 0.245
H -1.608 -1.996 1.413 0.1 0.0 0.1 0.221
H -3.707 -1.289 2.508 0.0 0.0 0.2 0.222
H -7.024 0.219 -0.023 0.0 -0.1 0.0 0.176
H -7.459 -1.502 0.192 0.0 0.0 0.0 0.177

=====

No. 4
29
Properties=species:S:1:pos:R:3:forces:R:3:nbo_charge:R:1 method="wB97M-V/def2-TZVPD" lumo_ev="7.4 / 7.4" charge=-3 multiplicity=3 e_tot_ev=-77561.65240 homo_ev="0.58 / 0.59"
Ni 0.532 -0.236 -0.594 -0.7 0.5 0.7 1.550
N 3.006 1.404 -1.635 0.6 -0.5 1.2 0.724
O 4.011 1.207 -2.348 -0.4 0.4 -0.1 -0.543
O 2.972 2.297 -0.779 -0.1 -0.2 -0.7 -0.477
O 2.047 0.575 -1.734 -0.1 0.0 -0.5 -0.628
C -2.250 -1.982 -3.174 0.1 0.6 0.3 -0.528
C -3.300 -2.902 -2.967 0.2 -0.2 0.7 0.436
C -3.533 -3.432 -1.497 0.2 0.1 -0.7 0.424
O -4.383 -4.309 -1.351 -0.4 -0.3 0.2 -0.665
C -2.739 -2.889 -0.474 0.1 0.4 0.4 -0.525
C -1.743 -1.948 -0.716 -0.2 -0.7 0.5 0.400
C -1.476 -1.502 -2.129 0.1 0.0 -0.9 0.400
O -0.514 -0.691 -2.303 0.3 0.2 0.5 -0.768
O -0.999 -1.468 0.182 0.6 0.3 -0.2 -0.730
O -4.027 -3.339 -3.847 -0.6 -0.2 -0.7 -0.654
H -2.138 -1.505 -4.142 0.1 -0.3 -0.1 0.193
H -2.934 -3.189 0.551 0.1 -0.1 0.0 0.192
C 2.412 0.999 2.858 -0.4 -0.1 -0.2 -0.509
C 2.363 2.236 3.549 0.0 0.1 -0.1 0.432
C 1.343 3.306 3.050 -0.1 0.1 -0.5 0.434
O 1.408 4.428 3.556 -0.2 0.2 0.2 -0.659
C 0.447 2.954 1.997 0.3 -0.5 0.6 -0.517
C 0.554 1.736 1.345 -0.6 1.0 -0.5 0.413
C 1.583 0.727 1.776 0.9 -0.7 0.3 0.409
O 1.652 -0.367 1.114 -0.3 0.5 -0.3 -0.771
O -0.178 1.443 0.343 0.4 -0.7 -0.1 -0.755
O 3.081 2.550 4.501 0.2 -0.2 0.2 -0.660
H 3.128 0.246 3.163 0.1 0.0 0.0 0.190
H -0.326 3.650 1.704 0.1 0.1 -0.2 0.193

=====

For reference, ΔE to the lowest compared entry with this formula, charge and spin by record: 0.0 52.1 10.6 0.0 kcal/mol.